Here is a gas-phase ion, C4H10N2O (charge +1) from OMol25. Energies are from ωB97M-V/def2-TZVPD.

Last column: Mulliken spin population.
CARTESIAN COORDINATES (ANGSTROEM)
N 0.207 -1.604 -1.079  0.766
C 0.052 -0.367 -0.374  0.007
C 1.320 0.549 -0.231  0.003
C 0.884 1.995 -0.197  -0.005
O -0.237 2.344 -0.476  0.029
C -0.585 -0.570 0.960  0.117
N -1.405 -1.805 1.109  0.010
H 1.063 -2.097 -0.814  0.003
H -0.563 -2.257 -0.854  -0.010
H -0.529 0.274 -1.078  0.070
H 1.908 0.321 0.683  0.001
H 1.967 0.271 -1.141  -0.006
H 1.535 2.773 0.215  0.004
H -1.084 0.382 1.245  -0.002
H 0.239 -0.921 1.591  0.010
H -2.327 -1.662 0.697  0.004
H -1.676 -1.774 2.093  0.000

## Properties
Electronic energy (a.u.): -342.78721
Multiplicity: 2
Net charge: +1
Lowest unoccupied orbital energy (spin up / spin down) (eV): -3.203 / -8.855
Max |F| (eV/Å): 3.139
Gap between HOMO and LUMO (spin up / spin down) (eV): 11.3 / 5.5
ΔE to the lowest compared entry with this formula, charge and spin (kJ/mol): 213.57
E_HOMO (spin up / spin down) (eV): -14.48 / -14.34



Here is 3 unconnected molecules or ions with the total composition C4H10N2O2 from OMol25. Energies are from ωB97M-V/def2-TZVPD.

Last column: Mulliken spin population.
CARTESIAN COORDINATES (ANGSTROEM)
C -0.367 2.805 -0.612  0.002
C -0.244 1.347 -0.439  -0.204
C -0.944 0.602 0.464  0.686
N -0.439 -0.664 0.378  -0.638
C 0.595 -0.611 -0.537  0.655
N 0.732 0.584 -1.029  -0.012
H 0.273 3.398 -1.271  0.009
H -1.370 3.049 -0.987  0.005
H -0.268 3.342 0.334  0.003
H -1.738 0.959 1.094  0.004
H -0.763 -1.568 0.691  0.084
H 1.128 -1.531 -0.676  -0.215
H -3.002 -2.598 -0.436  -0.215
H -2.279 -3.409 0.660  -0.402
O -2.149 -3.056 -0.257  1.253
H 3.690 -0.746 1.641  -0.015
H 3.768 -1.323 0.232  -0.017
O 3.377 -0.581 0.751  0.018

## Properties
Electronic energy (a.u.): -418.36001
Multiplicity: 2
Net charge: -1
Lowest unoccupied orbital energy (spin up / spin down) (eV): 3.281 / 3.139
Max |F| (eV/Å): 2.244
Gap between HOMO and LUMO (spin up / spin down) (eV): 2.5 / 8.1
ΔE to the lowest compared entry with this formula, charge and spin (kJ/mol): 158.10
E_HOMO (spin up / spin down) (eV): 0.77 / -4.92



Here is a molecular structure, C4H10N2O2 from OMol25. Energies are from ωB97M-V/def2-TZVPD.

Last column: Mulliken charge in e.
CARTESIAN COORDINATES (ANGSTROEM)
C 1.266 -0.481 0.368  -0.573
C 0.497 0.085 -0.947  -1.479
C -0.911 0.603 -0.612  0.448
C -1.798 -0.651 -0.123  0.219
H 3.486 -0.951 0.935  0.294
H 2.865 -1.540 -0.459  0.254
H 1.211 0.496 1.319  0.266
H 0.749 -1.128 0.611  0.482
H 0.685 -0.476 -1.585  0.876
H 0.680 1.011 -1.302  0.350
H -1.566 1.146 -1.567  0.264
H -1.995 1.926 0.964  0.266
H -0.455 2.412 0.219  0.153
H -2.403 -1.365 1.354  0.262
N 2.659 -0.607 0.026  -0.672
N -0.861 1.637 0.442  -0.642
O -1.780 -0.846 1.241  -0.347
O -2.330 -1.272 -0.882  -0.422

## Properties
Electronic energy (a.u.): -418.09512
Multiplicity: 1
Net charge: 0
Lowest unoccupied orbital energy (eV): 0.681
Max |F| (eV/Å): 18.313
Gap between HOMO and LUMO (eV): 9.7
ΔE to the lowest compared entry with this formula, charge and spin (kJ/mol): 960.52
E_HOMO (eV): -9.04



Q: The lowest ΔE to the lowest compared entry with this formula, charge and spin belongs to which entry?
A: number 2



What did the third record say?
Here is a molecular structure, C4H10N2O2 from OMol25. Energies are from ωB97M-V/def2-TZVPD.

Last column: Mulliken charge in e.
CARTESIAN COORDINATES (ANGSTROEM)
C 1.266 -0.481 0.368  -0.573
C 0.497 0.085 -0.947  -1.479
C -0.911 0.603 -0.612  0.448
C -1.798 -0.651 -0.123  0.219
H 3.486 -0.951 0.935  0.294
H 2.865 -1.540 -0.459  0.254
H 1.211 0.496 1.319  0.266
H 0.749 -1.128 0.611  0.482
H 0.685 -0.476 -1.585  0.876
H 0.680 1.011 -1.302  0.350
H -1.566 1.146 -1.567  0.264
H -1.995 1.926 0.964  0.266
H -0.455 2.412 0.219  0.153
H -2.403 -1.365 1.354  0.262
N 2.659 -0.607 0.026  -0.672
N -0.861 1.637 0.442  -0.642
O -1.780 -0.846 1.241  -0.347
O -2.330 -1.272 -0.882  -0.422

## Properties
Electronic energy (a.u.): -418.09512
Multiplicity: 1
Net charge: 0
Lowest unoccupied orbital energy (eV): 0.681
Max |F| (eV/Å): 18.313
Gap between HOMO and LUMO (eV): 9.7
ΔE to the lowest compared entry with this formula, charge and spin (kJ/mol): 960.52
E_HOMO (eV): -9.04